Molecular formula: C36H54AsIrNO4S
Method: DFT, wB97M-V/def2-TZVPD

Geometry (Å):
Ir  -0.35655  -0.44796  1.35641
C  1.53539  0.39213  2.18067
C  0.43887  1.00325  2.86752
C  0.18791  2.29979  2.14093
C  1.09007  2.34963  1.09254
C  1.96313  1.23963  1.09823
C  3.19605  1.05542  0.25426
C  4.36874  1.65167  1.06189
C  3.48229  -0.42178  -0.02913
C  3.06348  1.80835  -1.07175
C  -0.89287  3.36588  2.31212
C  -2.25366  2.77532  1.91586
C  -0.96054  3.95874  3.72714
C  -0.62395  4.53892  1.35899
C  0.04254  0.52316  4.27407
C  0.55297  -0.91004  4.50448
C  0.73081  1.42311  5.31129
C  -1.47670  0.48435  4.49991
H  2.11976  -0.43000  2.56489
H  1.13786  3.14365  0.36290
H  4.54827  1.08084  1.97665
H  4.17486  2.69142  1.33620
H  5.27866  1.62057  0.45690
H  3.61992  -0.99364  0.89262
H  4.40477  -0.50461  -0.60967
H  2.67620  -0.88678  -0.59574
H  3.00231  2.88922  -0.92213
H  2.17827  1.48300  -1.62562
H  3.94164  1.61238  -1.69046
H  -2.54118  1.93018  2.54155
H  -2.21448  2.44046  0.87743
H  -3.03187  3.53988  1.99700
H  -1.28879  3.24991  4.48203
H  -1.67302  4.78600  3.72761
H  0.01052  4.35906  4.02774
H  -0.69770  4.24219  0.30977
H  0.36018  4.98127  1.52965
H  -1.37210  5.31312  1.53354
H  1.64322  -0.96249  4.51498
H  0.17405  -1.62517  3.76370
H  0.20152  -1.25081  5.47915
H  1.81715  1.33819  5.22421
H  0.44757  1.10148  6.31648
H  0.46625  2.47187  5.20438
H  -1.97270  -0.13836  3.74573
H  -1.94106  1.46620  4.48360
H  -1.68702  0.03697  5.47352
C  -3.90607  0.08786  0.35543
As  -2.20999  -0.48536  -0.36653
C  -2.07279  0.56050  -1.97973
C  -2.53354  -2.28338  -1.06238
C  -3.73504  -2.35401  -1.96054
C  -3.58038  -2.21509  -3.33636
C  -4.68198  -2.27039  -4.18055
C  -5.94962  -2.47663  -3.65742
C  -6.11291  -2.63293  -2.28623
C  -5.01166  -2.57083  -1.44456
H  -4.68225  -0.16657  -0.36224
H  -3.87963  1.16173  0.50583
H  -4.10546  -0.40732  1.30422
H  -3.00689  0.44650  -2.52739
H  -1.24514  0.18823  -2.58035
H  -1.90741  1.60780  -1.73631
H  -2.61572  -2.93845  -0.19727
H  -1.61986  -2.52458  -1.60204
H  -2.58646  -2.07566  -3.74993
H  -4.54579  -2.16690  -5.25006
H  -6.80791  -2.52774  -4.31608
H  -7.09830  -2.81005  -1.87280
H  -5.14090  -2.70971  -0.37625
C  6.36190  -1.10300  -4.05999
C  5.08127  -1.84233  -3.77142
C  5.09812  -3.21956  -3.54156
C  3.93183  -3.92078  -3.29870
C  2.72222  -3.23045  -3.27964
C  2.67927  -1.86071  -3.49653
C  3.86025  -1.17766  -3.74457
S  1.19620  -4.07528  -3.05504
O  0.88244  -4.88389  -4.19440
O  0.25745  -3.07221  -2.61674
N  1.52922  -5.11926  -1.84876
C  1.66520  -4.61618  -0.47613
C  0.34938  -4.34856  0.27583
C  0.17611  -2.92809  0.72413
O  -0.75677  -2.63066  1.56029
O  0.89677  -2.00856  0.26540
H  7.14314  -1.38578  -3.35362
H  6.22006  -0.02431  -4.00435
H  6.72824  -1.34058  -5.06188
H  6.04356  -3.74990  -3.56343
H  3.94993  -4.99065  -3.13556
H  1.72945  -1.34177  -3.46946
H  3.83016  -0.10895  -3.92583
H  1.01034  -5.98099  -1.97887
H  2.23998  -3.69317  -0.52387
H  2.27135  -5.33668  0.06793
H  0.23275  -4.98186  1.15559
H  -0.50264  -4.55722  -0.37593

Output
E_tot = -4497.89197 Ha
net charge = +1
2S+1 = 5
HOMO (spin up / spin down) = -10.4 / -11.3 eV
⟨S²⟩ = 6.020
Kohn-Sham gap (spin up / spin down) = 0.318 / 0.243 Ha

Molecular formula: C36H54BrCsN9O2SSbSi3
Method: DFT, wB97M-V/def2-TZVPD

Geometry (Å):
Cs  0.12813  -1.94334  -0.52411
Br  4.44346  2.71013  1.21428
C  4.85033  0.84247  1.23376
C  6.03359  0.42540  1.81774
C  6.29561  -0.93874  1.78106
C  5.38675  -1.79213  1.17939
C  4.23144  -1.25082  0.62275
N  3.97538  0.05800  0.66031
C  3.21679  -2.13913  -0.09266
O  2.84517  -3.15028  0.52695
O  2.83782  -1.73563  -1.21749
H  6.71119  1.13366  2.27179
H  7.20748  -1.32520  2.22193
H  5.53665  -2.86278  1.14518
S  -3.15034  -1.91595  0.35799
C  -3.10289  -2.02965  -1.39198
N  -2.84546  -3.15887  -1.94862
N  -2.82315  -3.26733  -3.32907
C  -2.72478  -4.50871  -3.88174
C  -2.49288  -5.66788  -3.11969
C  -2.37268  -6.89527  -3.74334
C  -2.47900  -7.03007  -5.12390
C  -2.71252  -5.88353  -5.87663
C  -2.83474  -4.64635  -5.27883
N  -3.29784  -0.79430  -2.08916
N  -3.63655  -0.68898  -3.49332
C  -2.54304  -0.30214  -4.21474
C  -2.71362  -0.09645  -5.61204
C  -1.65164  0.19529  -6.43655
C  -0.34625  0.30302  -5.94763
C  -0.15992  0.11696  -4.58395
C  -1.21705  -0.15435  -3.73796
H  -3.21351  -2.48361  -3.85063
H  -2.41730  -5.56610  -2.04609
H  -2.19067  -7.77588  -3.13463
H  -2.37971  -7.99771  -5.60017
H  -2.79644  -5.95861  -6.95651
H  -3.00231  -3.75727  -5.87801
H  -3.72028  -0.18510  -6.00833
H  -1.83584  0.33776  -7.49817
H  0.48745  0.51265  -6.60672
H  0.83510  0.16749  -4.16616
H  -1.04133  -0.27624  -2.68015
C  3.53213  2.60699  -3.85780
C  3.50273  1.14670  -3.44294
N  2.82659  1.03995  -2.17196
C  1.62056  1.66354  -1.94316
N  0.80677  1.14370  -1.10381
C  -0.39623  1.85590  -0.71570
C  -0.43316  3.31987  -1.12701
C  0.08209  3.42585  -2.55003
N  1.43730  2.89184  -2.60181
C  2.10938  3.13451  -3.86876
H  3.97733  2.72662  -4.84866
H  4.13052  3.16383  -3.13144
H  4.51563  0.75559  -3.32426
H  3.01796  0.54812  -4.23246
H  2.90448  0.13409  -1.70260
H  -0.49406  1.75960  0.37001
H  -1.26679  1.35147  -1.14031
H  0.21633  3.91190  -0.47179
H  -1.45240  3.70579  -1.05410
H  0.12484  4.46689  -2.88104
H  -0.58263  2.88262  -3.23642
H  2.10465  4.21657  -4.03836
H  1.54812  2.67759  -4.69857
C  2.02603  -1.50478  5.05547
Si  1.44969  0.28172  4.97556
C  0.83006  0.78671  6.67768
C  2.92727  1.37273  4.60550
Sb  -0.16363  0.40186  3.00076
Si  -2.21813  -0.70957  4.05314
C  -2.36020  -0.51899  5.92132
C  -3.75868  0.01256  3.30835
C  -2.06238  -2.54745  3.72006
Si  -0.95623  2.82716  3.12272
C  -2.42235  3.07779  1.98013
C  -1.45649  3.43030  4.83332
C  0.49538  3.87340  2.55403
H  2.81842  -1.61981  5.80350
H  2.41458  -1.83055  4.08635
H  1.20516  -2.17756  5.31955
H  1.64018  0.77052  7.41261
H  0.03453  0.12415  7.02215
H  0.41231  1.80037  6.64443
H  3.66495  1.30959  5.41284
H  2.62922  2.41976  4.48965
H  3.41060  1.07466  3.67375
H  -2.24546  0.51763  6.24880
H  -1.60632  -1.11975  6.43746
H  -3.34773  -0.86978  6.24023
H  -3.90893  1.02455  3.69643
H  -4.62482  -0.59472  3.58981
H  -3.71903  0.05954  2.21844
H  -1.09714  -2.90719  4.09317
H  -2.13048  -2.78127  2.65558
H  -2.85863  -3.08405  4.24735
H  -3.36064  2.86110  2.49213
H  -2.40181  2.43798  1.09856
H  -2.45762  4.11723  1.63811
H  -2.21687  2.77627  5.27001
H  -1.87300  4.44112  4.77606
H  -0.59670  3.44897  5.51254
H  1.02704  3.39466  1.72576
H  1.21748  4.01775  3.36485
H  0.14846  4.85499  2.21516
N  -3.99003  1.31309  -0.97711
C  -3.67078  0.28336  -1.40737

Output
E_tot = -6148.74124 Ha
net charge = -2
HOMO = -1.6 eV
relative energy (zero: lowest compared OMol25 entry of this formula, charge and spin) = 0.302 eV
Kohn-Sham gap = 0.186 Ha

Molecular formula: C36H54Cl3N2O2SSeSi3W
Method: DFT, wB97M-V/def2-TZVPD

Geometry (Å):
W  0.03334  -0.24949  0.62898
C  2.47462  2.85980  -0.46769
O  1.34943  2.04248  -0.14553
Si  -0.07984  2.68022  0.45136
C  -0.50598  4.25685  -0.43915
C  0.31688  3.07019  2.23921
C  -1.31610  1.28325  0.13961
Si  -2.65857  1.47903  1.46444
C  -4.26095  0.56008  1.09042
C  -3.18873  3.25838  1.71750
C  -1.91898  0.82085  3.09095
Si  -1.89695  1.16990  -1.67746
C  -2.31733  -0.60576  -2.11008
C  -0.61924  1.78224  -2.91314
C  -3.44780  2.19580  -1.89709
H  2.17362  3.65682  -1.14916
H  3.22196  2.23695  -0.95357
H  2.91023  3.30010  0.43217
H  0.18502  5.05691  -0.16619
H  -1.51312  4.59128  -0.18930
H  -0.46208  4.11899  -1.51943
H  1.10754  3.82560  2.22806
H  0.69091  2.21305  2.80298
H  -0.51812  3.48815  2.79629
H  -4.24732  -0.02457  0.17187
H  -5.07330  1.28299  0.99887
H  -4.51250  -0.11548  1.90962
H  -3.72401  3.61973  0.83667
H  -2.38568  3.95956  1.92786
H  -3.88541  3.29300  2.55936
H  -0.89183  0.42989  3.00548
H  -2.52147  0.00229  3.48704
H  -1.86928  1.60223  3.85120
H  -1.46526  -1.28342  -2.01091
H  -2.62891  -0.63450  -3.15748
H  -3.13490  -1.00800  -1.51142
H  -0.42735  1.00793  -3.65755
H  0.33948  2.02704  -2.45907
H  -0.99198  2.66447  -3.43719
H  -4.21022  1.98554  -1.14909
H  -3.88638  1.99887  -2.87767
H  -3.21507  3.26234  -1.85077
C  7.33338  0.59390  -0.31048
C  5.88853  0.23284  -0.51543
C  4.99167  0.20755  0.53868
C  3.64654  -0.11095  0.35728
C  2.81251  -0.13063  1.60851
C  3.18319  -0.40681  -0.92368
Se  1.35231  -0.81353  -1.38517
C  4.07308  -0.38980  -2.01071
C  3.61592  -0.68998  -3.41175
C  5.40370  -0.07287  -1.78210
H  7.58170  0.64635  0.74854
H  7.56029  1.56315  -0.75733
H  7.98919  -0.14078  -0.77778
H  5.34338  0.44577  1.53666
H  3.10161  0.66508  2.29620
H  2.86387  -1.08850  2.11880
H  1.74271  0.10088  1.42142
H  2.85833  0.02453  -3.74035
H  3.17068  -1.68425  -3.48236
H  4.45358  -0.64426  -4.10452
H  6.08401  -0.05700  -2.62623
Cl  -4.94736  -4.33104  -1.81575
C  -3.60713  -5.00201  -0.94765
C  -2.64479  -5.73761  -1.62448
C  -1.58631  -6.26700  -0.90962
C  -1.45363  -6.07166  0.46439
C  -0.25675  -6.65478  1.17751
C  1.03486  -5.89774  0.84128
N  1.02203  -4.52492  1.32674
C  1.11553  -4.12449  2.63860
C  0.98693  -2.77393  2.62604
N  0.81821  -2.34027  1.32526
C  0.83248  -3.42932  0.57957
O  -0.05304  -7.99241  0.76068
C  -0.01655  -8.95295  1.82197
C  0.99484  -8.63539  2.88505
C  2.34443  -8.75890  2.72935
Cl  3.15522  -9.31951  1.32838
S  3.22953  -8.24195  4.09929
C  1.78404  -7.88154  4.94216
C  0.68267  -8.12899  4.18350
C  -2.43776  -5.33049  1.10372
Cl  -2.37390  -5.04609  2.82324
C  -3.51935  -4.79910  0.41633
H  -2.73593  -5.90124  -2.68846
H  -0.84629  -6.86957  -1.42111
H  -0.42992  -6.59955  2.25438
H  1.16152  -5.86815  -0.24101
H  1.88728  -6.42059  1.27061
H  1.27783  -4.82557  3.43914
H  0.99820  -2.09362  3.46066
H  0.73326  -3.45600  -0.49246
H  0.22012  -9.89764  1.33497
H  -1.01003  -9.03646  2.27431
H  1.82596  -7.52725  5.95830
H  -0.32971  -7.98225  4.53358
H  -4.27731  -4.23595  0.94038
C  -1.65835  -1.54960  0.99288
H  -1.61949  -2.41012  0.32282
H  -2.62231  -1.07579  0.86303
H  -1.58471  -1.91943  2.01932

Output
E_tot = -6779.80630 Ha
net charge = +1
2S+1 = 3
HOMO (spin up / spin down) = -9.9 / -10.4 eV
relative energy (zero: lowest compared OMol25 entry of this formula, charge and spin) = 2.261 eV
⟨S²⟩ = 2.016
Kohn-Sham gap (spin up / spin down) = 0.235 / 0.252 Ha

Molecular formula: C36H54CrO20
Method: DFT, wB97M-V/def2-TZVPD

Geometry (Å):
Cr  10.63694  22.00945  -19.46909
C  10.68063  19.05942  -16.86841
C  10.98152  20.06979  -17.92294
O  10.67730  19.86012  -19.12944
O  11.30793  21.26710  -17.68645
H  10.25123  18.14846  -17.27608
H  9.90589  19.52313  -16.24492
H  11.49371  18.86376  -16.16932
C  6.68167  22.69653  -18.44456
C  8.08548  22.38832  -18.88331
O  9.07658  22.86681  -18.26108
O  8.33717  21.61508  -19.83477
H  6.16551  21.78969  -18.11784
H  6.07912  23.12741  -19.23984
H  6.69890  23.31297  -17.54747
O  11.42419  23.77644  -18.56220
C  12.13364  24.63096  -18.08207
O  13.45454  24.51095  -18.13924
C  14.11612  25.72474  -17.72342
C  12.99347  26.76240  -17.58150
C  11.71811  25.91538  -17.43262
H  14.77538  25.96164  -18.55680
H  14.74407  25.70641  -16.83278
H  12.95663  27.36718  -18.48633
H  13.09137  27.42308  -16.72400
H  10.85927  26.32176  -17.95825
H  11.46950  25.70131  -16.39330
O  12.72181  21.92719  -19.81286
C  13.85091  21.51942  -19.97836
O  14.82352  22.38347  -20.25241
C  16.10727  21.74285  -20.26985
C  15.84641  20.25014  -20.49735
C  14.29747  20.13960  -20.41709
H  16.63740  21.97840  -19.34713
H  16.75463  22.12150  -21.06052
H  16.33305  19.66445  -19.72303
H  16.09587  19.88201  -21.48888
H  14.01382  19.31949  -19.76310
H  13.80789  20.10106  -21.39055
O  9.95406  15.84895  -14.23898
C  11.00240  15.77772  -14.79540
O  11.13134  15.25252  -16.04514
C  12.50888  15.21552  -16.42712
C  13.26948  15.22112  -15.10398
C  12.38628  16.16043  -14.27350
H  12.75594  16.09167  -17.03791
H  12.65460  14.36607  -17.08734
H  14.30831  15.51549  -15.23368
H  13.23104  14.21997  -14.67278
H  12.58317  17.19192  -14.56946
H  12.41467  15.94836  -13.21074
O  10.57236  21.10119  -21.58265
C  10.20259  20.41446  -22.50328
O  9.35214  19.41202  -22.36930
C  9.11294  18.77395  -23.65036
C  9.55218  19.79838  -24.68415
C  10.64626  20.58803  -23.94748
H  8.05324  18.56331  -23.77085
H  9.66589  17.83550  -23.66553
H  8.71042  20.43818  -24.93338
H  9.95216  19.32164  -25.57750
H  10.53124  21.63546  -24.21387
H  11.66552  20.22041  -24.03298
O  6.70962  19.14224  -16.65025
C  6.95256  18.32427  -17.48379
O  6.64898  17.01191  -17.32635
C  6.79386  16.27480  -18.52862
C  6.88729  17.33238  -19.63603
C  7.41179  18.58751  -18.89726
H  5.91060  15.66815  -18.71160
H  7.70213  15.67308  -18.51822
H  5.94287  17.72257  -20.03010
H  7.40358  17.06411  -20.55854
H  7.00577  19.50121  -19.31411
H  8.50264  18.67470  -18.88399
O  13.47765  14.96993  -19.29664
C  12.57057  15.29148  -20.01282
O  12.44224  14.79171  -21.26263
C  11.20224  15.19888  -21.83585
C  10.67642  16.38073  -20.97519
C  11.40821  16.21146  -19.65643
H  10.48373  14.40502  -22.01972
H  11.46440  15.66727  -22.78850
H  9.58964  16.43125  -21.04840
H  10.96665  17.30699  -21.47917
H  10.84053  15.58879  -18.95688
H  11.78392  17.11843  -19.19542
O  17.85785  21.30711  -16.81981
C  16.77035  21.03827  -16.39124
O  15.92979  20.18210  -16.98590
C  14.62309  20.12761  -16.36712
C  14.79546  20.83261  -15.04907
C  16.03748  21.73014  -15.26185
H  14.29460  19.09003  -16.32559
H  14.01322  20.60684  -17.13817
H  15.06075  20.07344  -14.30636
H  14.02420  21.44106  -14.58187
H  16.62334  21.73463  -14.34362
H  15.72299  22.75780  -15.43358
O  9.77479  21.21536  -13.93922
C  9.71079  20.22764  -13.26403
O  8.52932  19.72040  -12.89113
C  8.66484  18.59939  -11.99983
C  10.17021  18.38490  -11.80833
C  10.83484  19.32241  -12.81673
H  8.12746  17.77001  -12.45103
H  8.20055  18.88400  -11.05500
H  10.34048  17.31201  -11.93170
H  10.52747  18.53944  -10.78941
H  11.15798  18.74078  -13.68040
H  11.64641  19.89838  -12.38205

Output
E_tot = -3953.35734 Ha
net charge = +1
2S+1 = 4
HOMO (spin up / spin down) = -11.8 / -11.8 eV
⟨S²⟩ = 3.818
Kohn-Sham gap (spin up / spin down) = 0.282 / 0.331 Ha

Question: Which value of E_tot does entry 4 give?
Answer: -3953.35734 Ha